Below is the ion C6H6N with charge +1 at a distorted geometry, with properties calculated with the ωB97M-V functional and the def2-TZVPD basis.

Summary:
- Kohn-Sham gap (eV) = 8.434
- ΔE to the lowest compared entry with this formula, charge and spin (kJ/mol) = 585.3
- calculated total energy (eV) = -7793.6769
- net charge = +1
- highest occupied orbital energy (eV) = -14.95

Structure (XYZ):
```
13
C6H6N the ωB97M-V functional and the def2-TZVPD basis
C -0.70287 0.63427 -3.18340
C -1.02241 0.50219 -4.39782
C -0.86593 0.00316 0.76506
C -0.11551 -1.19294 0.25983
C -0.32465 0.50286 -1.94406
C -0.12245 0.11162 -0.52752
N 0.81049 0.99000 -1.14047
H -1.92496 -0.02682 0.83175
H -0.50409 0.55515 1.54702
H 0.75280 -1.72666 0.63246
H -0.89611 -1.86301 -0.07428
H 1.64159 0.61598 -1.43702
H 0.89807 2.10114 -0.89789
```



Below is a cluster of 3 separate species, C14H21F10N3O7P in total, with properties calculated with the ωB97M-V functional and the def2-TZVPD basis.

Summary:
- Kohn-Sham gap (eV) = 8.954
- calculated total energy (eV) = -70121.6738
- net charge = +1
- highest occupied orbital energy (eV) = -12.82

Structure (XYZ):
```
56
C14H21F10N3O7P the ωB97M-V functional and the def2-TZVPD basis
C 1.83400 2.76409 1.04265
C 0.74862 2.26477 0.46965
C 0.56313 0.79337 0.22865
N 0.08115 0.14726 1.48461
C -1.11463 0.55755 1.97361
N -1.41840 0.45370 3.33233
P -1.51451 -1.15684 3.87910
O -1.94111 -1.95366 2.72964
O -0.11391 -1.52288 4.52542
O -2.44723 -1.00415 5.12448
N -2.03550 1.06287 1.20580
C -3.34682 1.59969 1.62894
F -3.16453 2.53425 2.55673
F -3.82814 2.17183 0.51127
C -4.31968 0.47178 2.12175
F -4.46075 0.58847 3.44758
F -5.50766 0.65813 1.53348
H 2.78526 2.24608 0.99032
H 1.81116 3.75297 1.48133
H -0.01914 2.94548 0.11279
H 1.50641 0.29758 -0.00286
H -0.09595 0.58801 -0.62454
H 0.04811 -0.87051 1.37933
H -0.74221 1.00236 3.86500
H 0.34718 -2.22366 4.04238
H -2.08621 -1.33879 5.95640
H -1.87871 1.08272 0.20290
H -3.94141 -0.52311 1.87076
C 3.34126 5.26946 -4.38693
C 3.31976 3.78519 -4.66312
O 4.19260 3.06700 -3.74948
C 3.72255 2.82496 -2.54642
O 2.64403 3.10793 -2.10578
C 4.79921 2.04327 -1.74594
F 5.99586 2.61023 -1.87617
F 4.86364 0.78470 -2.19792
F 4.50260 1.99760 -0.44213
H 4.36029 5.65198 -4.43655
H 2.74100 5.78460 -5.13626
H 2.93194 5.49397 -3.40303
H 3.72161 3.55325 -5.64561
H 2.31707 3.36714 -4.58596
C -1.22078 -6.84301 -0.54495
C -2.29814 -5.80120 -0.36670
O -1.72333 -4.47575 -0.16283
C -1.31346 -3.85217 -1.24409
O -1.34974 -4.20112 -2.38388
C -0.76131 -2.45784 -0.85252
F 0.06396 -2.51294 0.21489
F -1.77410 -1.62774 -0.50503
F -0.10224 -1.89595 -1.85072
H -0.54125 -6.84176 0.30715
H -1.68214 -7.82719 -0.61829
H -0.64565 -6.66584 -1.45246
H -2.88293 -5.97231 0.53283
H -2.97086 -5.75583 -1.22160
```



Below is a structure of composition C16H28ClCuN4O4 at a distorted geometry, with properties calculated with the ωB97M-V functional and the def2-TZVPD basis.

Summary:
- Kohn-Sham gap (eV) = 8.973
- ΔE to the lowest compared entry with this formula, charge and spin (kJ/mol) = 30.6
- calculated total energy (eV) = -88350.5605
- net charge = 0
- highest occupied orbital energy (eV) = -8.31

Structure (XYZ):
```
54
C16H28ClCuN4O4 the ωB97M-V functional and the def2-TZVPD basis
Cu -0.44345 0.41364 0.46645
Cl 0.22221 2.02904 -2.17489
O -0.46962 3.18698 -2.66117
O -0.70370 0.90681 -2.02969
O 1.25988 1.64509 -3.10264
O 0.77920 2.29018 -0.86308
C -5.26247 3.88354 0.83832
C -4.23904 4.91991 0.36972
C -3.05862 4.29222 -0.37104
C -2.54601 3.10940 0.32125
N -2.11793 2.23281 0.91469
H -5.00932 3.40301 1.78661
H -5.41425 3.06212 0.13423
H -6.23829 4.34742 0.99173
H -3.94878 5.57009 1.19108
H -4.80967 5.49323 -0.36396
H -2.18927 4.94395 -0.47613
H -3.34638 4.01707 -1.38511
C 3.45547 0.37862 2.94034
C 2.95482 1.31282 4.03549
C 1.61526 0.89905 4.63569
C 0.59965 0.61213 3.62075
N -0.21556 0.36545 2.85655
H 3.20207 -0.66668 3.15414
H 4.54366 0.28679 2.89006
H 3.08017 0.68942 1.97118
H 2.88747 2.30812 3.58560
H 3.66784 1.45852 4.84951
H 1.17059 1.57314 5.36938
H 1.77190 -0.02429 5.20546
C 3.75660 -3.32449 -1.54194
C 4.48463 -1.98211 -1.71727
C 3.50282 -0.83500 -1.92150
C 2.58752 -0.66507 -0.80043
N 1.79214 -0.50030 0.00681
H 3.20678 -3.56909 -2.45539
H 3.13129 -3.39323 -0.65335
H 4.46826 -4.15550 -1.49072
H 5.09499 -2.13473 -2.60792
H 5.15907 -1.87645 -0.86840
H 2.89347 -0.92691 -2.82027
H 4.10839 0.06784 -2.02931
C -2.80071 -3.40173 -2.84258
C -1.82272 -4.36440 -2.15636
C -1.99479 -4.32458 -0.62924
C -1.46730 -3.07669 -0.06370
N -1.08872 -2.11389 0.43611
H -2.62545 -3.49528 -3.91569
H -2.56329 -2.36195 -2.61296
H -3.83013 -3.62063 -2.56911
H -0.81002 -4.03699 -2.39251
H -1.97186 -5.37173 -2.53894
H -1.37871 -5.12990 -0.22469
H -3.03009 -4.34682 -0.29118
```



Below is the molecule C2H2Cl2F2 at a distorted geometry, with properties calculated with the ωB97M-V functional and the def2-TZVPD basis.

Summary:
- SMILES string = F[C@H](Cl)[C@H](F)Cl
- Kohn-Sham gap (eV) = 11.990
- ΔE to the lowest compared entry with this formula, charge and spin (kJ/mol) = 62.6
- calculated total energy (eV) = -32585.5773
- net charge = 0
- highest occupied orbital energy (eV) = -11.23

Structure (XYZ):
```
8
C2H2Cl2F2 the ωB97M-V functional and the def2-TZVPD basis
C 0.79025 0.09435 0.08188
C -0.79863 0.08453 -0.10586
F 1.40572 -0.14891 -1.14589
F -1.28946 -0.16597 1.13519
Cl 1.26527 -1.04901 1.33755
Cl -1.23402 -1.07742 -1.24153
H 1.11777 1.16929 0.44119
H -1.25691 1.09313 -0.50254
```



Below is the molecule C17H26F8N2O5S at a distorted geometry, with properties calculated with the ωB97M-V functional and the def2-TZVPD basis.

Summary:
- SMILES string = [H]/N=C(\C)C[C@@H]([C@@H](CCCCCOC)OC)N(CC(=O)F)S(=O)(=O)C(F)(F)C(F)(F)C(F)(F)F
- Kohn-Sham gap (eV) = 9.867
- calculated total energy (eV) = -63839.6476
- net charge = 0
- highest occupied orbital energy (eV) = -9.57

Structure (XYZ):
```
59
C17H26F8N2O5S the ωB97M-V functional and the def2-TZVPD basis
C -2.78434 1.33717 3.59725
O -4.04086 1.80525 3.13740
C -3.99157 2.40183 1.85843
C -4.73644 1.55710 0.77166
C -3.95509 1.59067 -0.57612
C -2.67898 0.73167 -0.40063
C -1.70540 0.85060 -1.61431
C -0.63498 -0.25948 -1.63043
O 0.20775 -0.30578 -2.76651
C 0.06552 0.72575 -3.71806
C 0.15463 -0.34058 -0.27094
C 0.65314 1.03567 0.26786
C 1.22477 2.04003 -0.73411
C 0.66033 3.49088 -0.63936
N 2.11996 1.80563 -1.57682
N 1.09780 -1.47490 -0.17937
C 0.49336 -2.80146 -0.31371
C 0.71936 -3.74427 0.88857
O 1.00975 -4.84822 0.71482
F 0.51464 -3.29441 2.13559
S 2.67006 -1.30505 -0.63829
O 2.90474 -1.12030 -2.03119
O 3.40167 -0.29582 0.06746
C 3.66590 -2.86237 -0.25351
F 3.21082 -3.93544 -0.88104
F 4.84536 -2.58968 -0.81674
C 3.94781 -3.08410 1.27130
F 3.15970 -2.34858 2.05018
F 3.73254 -4.37897 1.53314
C 5.41046 -2.79955 1.72872
F 5.41448 -2.98016 3.05963
F 5.79826 -1.57193 1.53157
F 6.26540 -3.67693 1.26080
H -2.67233 0.24455 3.46245
H -1.92102 1.87892 3.18063
H -2.75912 1.50576 4.68778
H -4.48677 3.39004 1.88005
H -2.96878 2.58649 1.49142
H -4.68185 0.51092 1.12092
H -5.78751 1.85066 0.66550
H -4.59422 1.05893 -1.30034
H -3.74080 2.61035 -0.92824
H -2.17808 0.86760 0.56717
H -3.02488 -0.32196 -0.42047
H -2.36818 0.79105 -2.49153
H -1.29314 1.87082 -1.61680
H -1.22480 -1.20370 -1.65734
H 0.83053 0.53781 -4.48797
H 0.25810 1.73903 -3.34099
H -0.89663 0.70174 -4.26234
H -0.64816 -0.61238 0.44026
H 1.39139 0.93184 1.08059
H -0.21730 1.51821 0.73512
H 0.51277 3.89278 -1.65392
H 1.38911 4.14545 -0.13760
H -0.28855 3.53337 -0.08211
H 2.30812 2.65901 -2.10850
H -0.60210 -2.76401 -0.41632
H 0.84367 -3.27751 -1.24069
```